1.
{
  "formula": "C5H11N2O",
  "method": "the ωB97M-V functional and the def2-TZVPD basis",
  "elements": ["O", "C", "H", "H", "N", "C", "H", "C", "H", "H", "H", "H", "N", "C", "H", "H", "C", "H", "H"],
  "positions_angstrom": [[2.121, -0.254, -0.323], [0.675, -1.985, 0.551], [0.651, -2.383, -0.483], [2.214, -0.788, 1.637], [-0.243, 0.851, -1.103], [-0.883, 1.806, -0.263], [-1.365, -1.936, 0.720], [1.758, -0.938, 0.626], [-1.981, 0.169, -1.915], [-0.635, -1.100, 1.873], [0.852, 2.692, 0.601], [-0.374, -0.561, -2.577], [-0.606, -1.283, 0.847], [-0.905, 0.096, -1.902], [-1.994, 1.757, -0.313], [0.778, 0.647, -0.890], [-0.207, 2.661, 0.528], [-0.785, 3.355, 1.130], [0.929, -2.804, 1.257]],
  "nbo_charge": [-0.57, -0.34, 0.22, 0.14, -0.42, -0.07, 0.38, 0.48, 0.22, 0.37, 0.22, 0.23, -0.85, 0.11, 0.23, 0.48, -0.30, 0.24, 0.22],
  "max_force_ev_per_a": 2.1,
  "e_above_lowest_kj_mol": 292.3,
  "total_charge": 1,
  "homo_energy_ev": -13.98
}

***

2.
{
  "formula": "C2H8N2O2",
  "method": "the ωB97M-V functional and the def2-TZVPD basis",
  "elements": ["N", "H", "C", "H", "N", "O", "H", "O", "H", "H", "H", "C", "H", "H"],
  "positions_angstrom": [[-1.560, -1.110, -0.624], [2.248, -2.290, 1.518], [-0.872, -0.031, -0.054], [-0.609, 3.064, -0.003], [-1.065, 1.151, -0.723], [-0.181, -0.139, 0.931], [0.695, 1.872, 0.156], [3.045, -2.555, 1.988], [-1.265, 0.996, -1.700], [3.525, -3.106, 1.352], [-2.440, -0.839, -1.043], [-0.106, 2.236, -0.477], [0.369, 2.555, -1.404], [-1.783, -1.805, 0.082]],
  "nbo_charge": [-0.85, 0.48, 0.78, 0.20, -0.64, -0.64, 0.23, -0.94, 0.38, 0.46, 0.37, -0.42, 0.19, 0.39],
  "max_force_ev_per_a": 0.8,
  "e_above_lowest_kj_mol": 28.5,
  "homo_energy_ev": -10.12,
  "smiles": "CNC(N)=O.O"
}

***

3.
{
  "formula": "C16H19N2O5P",
  "method": "the ωB97M-V functional and the def2-TZVPD basis",
  "elements": ["C", "O", "H", "H", "C", "C", "C", "H", "H", "C", "H", "O", "H", "N", "C", "O", "H", "O", "C", "H", "O", "H", "H", "H", "H", "C", "C", "N", "H", "C", "H", "C", "H", "H", "C", "C", "C", "P", "H", "H", "C", "C", "H"],
  "positions_angstrom": [[-0.958, 1.577, -0.348], [0.095, -3.134, -0.936], [1.391, -0.875, -2.283], [3.649, -2.234, -2.626], [-1.735, 2.467, 1.874], [1.470, -1.218, -1.253], [-1.762, 2.601, -1.112], [0.110, 1.669, -2.677], [4.061, -4.152, -1.113], [-2.242, 1.990, 3.185], [-1.882, 0.669, 4.797], [-1.881, 3.615, 1.523], [3.179, -3.215, 0.074], [2.167, -3.568, -1.803], [3.066, -3.980, -0.706], [0.555, 0.071, 3.900], [-1.324, 3.588, -0.918], [2.914, -1.307, 2.105], [-0.284, 0.455, 1.710], [1.376, -2.876, 1.143], [-0.006, 0.755, -2.403], [-3.123, 4.688, -0.548], [2.711, -4.904, -0.251], [2.519, -1.071, -0.970], [2.238, -2.570, -3.661], [0.587, -0.350, -0.395], [-3.841, 3.880, -0.715], [-3.183, 2.588, -0.814], [-3.087, 2.507, 3.624], [-1.592, 1.010, 3.812], [-4.535, 3.894, 0.126], [2.917, -2.996, -2.924], [-4.412, 4.111, -1.617], [-1.645, 2.406, -2.180], [-0.118, 0.688, -1.035], [-0.354, 0.455, 3.204], [-0.997, 1.461, 1.044], [1.503, -1.706, 1.890], [3.464, -3.803, -3.412], [0.745, -2.013, 3.021], [0.497, -0.470, 0.997], [1.153, -2.699, -1.299], [-3.404, 1.997, -0.030]],
  "nbo_charge": [-0.06, -0.54, 0.28, 0.17, 0.50, -0.60, -0.25, 0.49, 0.21, -0.24, 0.24, -0.51, 0.20, -0.50, -0.42, -0.50, 0.21, -1.08, -0.12, -0.09, -0.69, 0.19, 0.21, 0.25, 0.21, -0.01, -0.41, -0.62, 0.24, -0.22, 0.20, -0.42, 0.18, 0.18, 0.38, 0.52, -0.05, 1.53, 0.21, -0.07, -0.33, 0.74, 0.36],
  "max_force_ev_per_a": 0.6,
  "e_above_lowest_kj_mol": 0.0,
  "homo_energy_ev": -8.91,
  "smiles": "CNCc1c(O)c(CC(=O)N(C)C)c([PH2]=O)c2c1C(=O)C=CC2=O"
}

***

4.
{
  "formula": "C16H33Cr2NO21S",
  "method": "the ωB97M-V functional and the def2-TZVPD basis",
  "elements": ["O", "O", "C", "C", "H", "O", "N", "O", "C", "O", "H", "C", "O", "H", "H", "H", "C", "O", "C", "O", "C", "H", "H", "H", "H", "H", "Cr", "O", "C", "O", "H", "H", "H", "H", "S", "H", "H", "O", "H", "H", "H", "H", "H", "O", "H", "H", "O", "C", "H", "H", "C", "H", "C", "C", "C", "C", "O", "O", "C", "H", "H", "H", "Cr", "O", "H", "O", "H", "O", "H", "O", "O", "O", "H", "C"],
  "positions_angstrom": [[-3.349, 2.944, -3.091], [0.175, -1.068, 3.935], [2.717, -0.789, 6.226], [-2.150, 3.458, 2.582], [-2.940, -3.062, -0.973], [-2.790, 2.511, 2.145], [-2.626, -5.023, -1.688], [-1.457, -5.282, -1.535], [-4.457, 2.105, -3.204], [2.252, -1.745, 3.660], [-3.487, 5.328, 0.715], [1.755, -4.141, -1.725], [-2.306, 4.732, 2.316], [1.641, -3.349, 1.049], [-1.058, 4.630, -0.586], [-2.100, -3.243, -2.629], [1.363, -1.316, 4.414], [-1.506, 3.530, -2.290], [5.799, 0.652, -1.858], [-2.808, -0.439, -0.657], [-2.893, -3.550, -1.946], [-4.411, 4.588, 2.078], [-0.142, -2.460, 2.603], [3.276, -1.724, 6.250], [2.234, 3.192, -1.690], [-1.185, -0.995, 2.404], [-3.438, 1.018, 0.706], [2.332, -4.531, -0.589], [3.326, 0.176, -1.617], [2.068, -4.966, -2.699], [3.260, -3.911, 1.210], [3.252, -0.031, 5.654], [-4.798, 2.198, -4.235], [-5.192, 2.461, -2.482], [-1.383, -0.152, -0.604], [0.338, 4.235, -1.688], [5.724, 1.456, -2.590], [-0.854, 0.419, -1.783], [-4.173, 1.073, -3.000], [2.806, -2.658, -0.001], [1.024, -4.106, -4.317], [-3.826, -3.375, -2.481], [-0.200, 1.468, 2.996], [4.648, -0.208, -1.752], [1.562, 2.379, -2.814], [-3.836, 6.235, 2.150], [-0.597, -1.421, -0.514], [-0.179, -1.370, 2.589], [2.639, -3.560, -4.242], [5.935, 1.040, -0.848], [-0.653, 2.083, 3.774], [6.690, 0.027, -1.926], [-3.580, 5.236, 1.797], [-0.593, 3.891, -1.239], [-2.667, 2.981, -1.944], [1.968, 2.145, -1.829], [1.050, -3.116, -1.853], [2.349, -0.519, -1.329], [2.526, -3.603, 0.466], [2.592, -0.464, 7.259], [0.183, 2.140, 4.472], [1.234, 1.776, -1.113], [0.257, -1.193, -2.347], [-2.926, 2.574, -0.863], [0.510, -0.881, 1.901], [3.208, 1.481, -1.797], [-0.436, 3.065, -0.546], [1.451, -0.954, 5.686], [2.274, -5.256, -4.758], [-1.119, 3.311, 3.390], [-3.574, -5.766, -1.535], [-1.413, 0.723, 0.565], [-1.344, 1.413, 4.284], [2.029, -4.447, -4.069]],
  "mulliken_charge": [-0.38, -0.37, -0.65, 0.75, 0.17, -0.53, 0.87, -0.52, -0.58, -0.58, 0.23, 0.61, -0.31, 0.13, 0.29, -0.02, 0.73, -0.31, -0.67, -1.00, -0.35, 0.30, 0.57, 0.30, 0.41, 0.04, 0.70, -0.33, 0.45, -0.34, 0.36, 0.32, 0.25, 0.28, 1.65, 0.21, 0.30, -0.54, 0.21, 0.01, 0.22, 0.34, -0.02, -0.30, 0.46, 0.31, -0.24, -0.52, 0.29, 0.33, -0.47, 0.27, -0.67, -0.25, 0.79, -0.80, 0.17, -0.14, -0.29, 0.24, 0.39, 0.20, 0.68, -0.10, 0.19, -0.38, -0.08, -0.35, 0.30, -0.34, -0.52, -0.05, 0.34, -0.66],
  "max_force_ev_per_a": 5.2,
  "total_charge": 2,
  "homo_energy_ev": [-14.68, -14.68],
  "s_squared": 20.022,
  "multiplicity": 9
}